The following is a quantum chemistry calculation of 11 unconnected molecules or ions with the total composition C43H114N6O17, from OMol25.

Each line ends with the Löwdin charge.
Cartesian coordinates (Å):
O (2.813, 6.003, -0.952)  -0.138
H (7.191, 2.809, -3.918)  0.105
C (6.549, 2.351, 0.083)  -0.176
C (-1.511, 1.709, 1.501)  -0.106
H (-3.848, 2.696, 0.396)  0.080
H (-3.003, -5.312, 5.809)  0.113
H (-4.706, -2.172, 0.284)  0.106
C (3.277, 5.932, -2.316)  -0.135
O (6.981, 0.794, -3.785)  -0.207
C (-0.444, 2.891, 1.870)  -0.170
C (1.648, -5.387, -3.829)  -0.198
H (0.542, -5.048, -1.872)  0.117
H (-4.937, 2.440, -2.375)  0.085
H (-6.886, 3.937, 2.245)  0.057
O (2.598, -4.638, -1.669)  -0.203
H (2.073, -2.505, 2.814)  0.079
N (-3.088, -3.748, 2.790)  -0.021
C (1.277, -2.940, 3.419)  -0.103
H (2.495, 1.653, -3.834)  0.078
C (0.729, -7.513, -4.388)  -0.195
H (-1.409, -8.021, -8.377)  0.077
C (1.628, 2.100, 1.286)  -0.191
H (-1.216, 7.441, 0.960)  0.079
H (2.106, 2.478, 2.189)  0.115
H (1.612, -6.399, -1.875)  0.105
H (2.987, 3.251, -0.068)  0.099
H (5.694, -0.497, -4.656)  0.066
H (1.120, -4.018, 3.431)  0.079
O (1.981, 1.901, -1.198)  -0.225
C (-7.760, -1.995, 4.815)  -0.183
H (0.769, 0.972, -5.327)  0.114
H (1.820, 0.887, -6.672)  0.104
O (-6.918, 2.136, 3.265)  -0.209
H (6.114, 2.201, 2.196)  0.119
H (1.981, -2.668, -2.142)  0.071
H (0.022, 2.871, 2.855)  0.113
O (-7.367, -3.166, 4.076)  -0.213
H (1.885, -0.247, -0.565)  0.083
H (-7.807, 2.867, -1.848)  0.072
H (0.976, 0.315, -1.956)  0.087
C (6.608, 2.025, -4.402)  -0.168
N (7.513, 0.748, 1.870)  -0.058
H (5.605, 2.297, -0.460)  0.093
O (6.946, 3.728, 0.395)  -0.185
H (1.286, 1.088, 1.502)  0.101
O (-1.279, -4.781, 4.846)  -0.206
H (5.569, 0.897, 1.073)  0.098
C (-0.464, -8.167, -5.174)  -0.205
H (10.079, 2.982, 2.743)  0.118
O (9.345, 1.825, 4.160)  -0.195
O (-1.913, 2.007, 0.126)  -0.233
O (-0.332, -2.662, 1.757)  -0.092
H (-1.151, -2.310, 1.401)  0.013
H (-0.354, -6.640, 5.452)  0.083
C (6.636, 4.556, -0.676)  -0.136
C (1.808, 0.773, -5.588)  -0.165
H (-5.239, 1.239, 4.939)  0.114
H (-8.788, -3.404, 2.659)  0.082
H (-1.131, 0.688, 1.508)  0.099
H (-7.470, 0.145, 5.076)  0.110
H (7.148, 5.518, -0.659)  0.095
C (9.149, 2.429, 2.873)  -0.174
H (7.383, -0.470, -5.292)  0.088
H (2.726, 0.246, -2.072)  0.073
H (-2.712, -6.039, 4.236)  0.123
C (-3.817, -2.666, 0.675)  -0.146
H (-3.499, -0.627, -0.969)  0.067
N (-5.680, -0.635, 4.258)  -0.074
N (0.489, -6.083, -4.383)  -0.077
H (4.829, 1.867, -3.206)  0.106
H (-4.149, -2.029, 2.746)  0.096
H (-5.519, -0.874, 5.226)  0.102
H (-4.012, 0.439, 3.831)  0.101
H (1.433, -3.367, -0.599)  0.077
H (3.544, 1.562, 0.230)  0.086
H (2.864, -2.314, -6.306)  0.090
H (0.426, -5.042, 5.679)  0.084
H (-5.126, 6.824, 2.470)  0.081
O (-2.029, 6.951, 1.105)  -0.132
H (-2.630, 3.879, 0.617)  0.053
H (-1.929, 6.436, -1.009)  0.083
H (-2.941, 3.391, -1.021)  0.090
H (-3.155, 7.580, -0.559)  0.069
C (6.753, -0.437, -4.404)  -0.102
H (0.470, -5.864, -5.369)  0.097
H (3.074, -2.709, -0.852)  0.082
H (7.219, 0.745, 2.836)  0.090
H (9.627, 0.518, 1.835)  0.110
C (-2.544, -1.084, -0.711)  -0.037
C (-3.506, -3.982, 4.180)  -0.189
C (0.029, -2.235, 3.082)  -0.326
O (-6.038, 1.100, -1.386)  -0.110
C (-5.962, 2.077, -2.454)  -0.281
C (1.899, 0.460, -1.395)  -0.089
H (1.520, -4.337, -4.094)  0.104
H (-7.521, -2.092, 5.874)  0.110
C (6.393, 1.545, 1.372)  -0.208
H (-7.378, 2.512, 1.220)  0.074
C (2.686, 2.211, 0.053)  -0.141
C (2.268, -3.294, -1.296)  -0.104
O (-3.852, 5.272, 2.794)  -0.120
H (10.114, 3.418, 5.265)  0.080
H (6.893, 2.071, -5.454)  0.117
H (-0.910, -5.705, 6.706)  0.080
C (-2.673, -5.102, 4.792)  -0.206
H (-7.585, -0.238, 3.404)  0.099
H (2.800, 6.772, -2.821)  0.073
H (8.332, 3.149, 2.918)  0.112
C (-2.628, 6.691, -0.212)  -0.119
H (5.581, 4.824, -0.633)  0.067
H (2.524, 2.882, -5.130)  0.117
H (2.251, 5.248, -0.764)  0.044
C (-2.884, 3.017, 0.001)  -0.106
H (-5.889, 5.433, 3.109)  0.049
H (2.670, -5.643, -4.108)  0.116
H (-7.269, -4.097, 2.194)  0.080
C (2.229, -1.430, -6.372)  -0.146
H (0.689, -7.917, -3.377)  0.117
H (-7.007, 4.025, -2.712)  0.068
H (-5.562, 0.323, -1.689)  0.057
H (-1.385, -8.027, -4.609)  0.116
C (-5.676, 1.538, 2.850)  -0.185
H (-3.428, -3.131, 4.856)  0.116
H (2.980, 5.025, -2.843)  0.069
C (1.508, -5.382, -2.253)  -0.187
C (2.745, 1.845, -4.878)  -0.161
H (4.307, 0.566, -4.983)  0.071
H (2.580, -0.929, -7.275)  0.076
C (-0.517, -5.590, 5.696)  -0.128
H (4.835, 3.362, -4.121)  0.110
H (-5.854, 0.966, 1.938)  0.109
H (-7.433, -2.326, 2.089)  0.079
H (-1.844, -0.250, -0.664)  0.064
H (-0.732, -2.508, 3.813)  0.096
H (-3.500, 6.046, -0.110)  0.068
O (-0.689, -7.659, -6.491)  -0.211
C (-6.798, 3.263, -1.961)  -0.088
N (4.181, 1.567, -5.026)  -0.084
C (5.071, 2.300, -4.177)  -0.200
H (0.152, 2.803, -0.015)  0.099
C (-4.971, 6.017, 3.185)  -0.165
H (-6.144, 1.664, -3.446)  0.114
H (0.355, -1.195, 3.116)  0.101
H (-2.213, -1.734, -1.521)  0.089
H (-1.572, -9.428, -7.402)  0.085
H (-8.473, 3.323, 2.205)  0.084
H (-8.847, -1.922, 4.861)  0.108
H (1.242, -1.637, -6.783)  0.085
H (-4.550, -4.291, 4.226)  0.118
H (-0.307, -9.244, -5.225)  0.109
C (-1.621, -8.340, -7.356)  -0.092
H (9.499, 2.186, 6.225)  0.085
H (-3.129, 5.856, 2.552)  0.038
H (-2.372, 1.702, 2.170)  0.102
C (-7.434, 2.996, 2.195)  -0.070
H (-5.168, -3.269, 2.213)  0.089
H (-4.994, 2.301, 2.477)  0.092
H (6.664, 4.035, -1.633)  0.072
H (1.580, -2.668, 4.430)  0.078
N (0.597, 2.996, 0.871)  -0.075
H (7.343, 1.996, -0.573)  0.121
H (-2.608, -7.898, -7.222)  0.082
C (-7.714, -3.215, 2.653)  -0.081
H (7.052, -1.311, -3.826)  0.093
C (8.886, 1.317, 1.796)  -0.153
O (2.123, -0.602, -5.258)  -0.192
C (-5.061, 0.651, 4.039)  -0.170
C (-4.125, -2.953, 2.169)  -0.212
H (-1.031, 3.810, 1.858)  0.088
H (4.360, 6.034, -2.253)  0.065
C (-7.162, -0.599, 4.342)  -0.192
H (8.412, 3.230, 5.431)  0.083
C (9.327, 2.663, 5.260)  -0.156
O (-2.583, -1.872, 0.541)  -0.229
H (-3.720, -3.593, 0.109)  0.123
H (-5.013, 6.366, 4.217)  0.079
H (9.020, 1.708, 0.787)  0.101
H (-6.427, 3.814, -1.096)  0.069
H (1.659, -7.635, -4.942)  0.117
H (-2.232, -3.239, 2.622)  0.065

## Properties
LUMO level = 0.39 eV
Molar mass = 987.410 g/mol
E_tot = -3313.763672 Ha
Multiplicity = 1
SMILES string = COCCNCCOC.COCCNCCOC.COCCNCCOC.COCCNCCOC.COCCNCCOC.COCCNCCOC.CCO.CCO.CO.CO.CO
Orbital gap = 8.62 eV

The following is a quantum chemistry calculation of 7 unconnected molecules or ions with the total composition C42H78N14O, from OMol25.

Each line ends with the Löwdin charge.
Cartesian coordinates (Å):
C (16.965, 23.026, 27.903)  0.012
H (18.947, 23.549, 12.725)  0.132
C (13.538, 4.734, 4.811)  -0.147
N (14.996, 4.562, 5.019)  -0.018
C (18.804, 4.446, 20.231)  -0.059
N (6.217, 7.572, 11.065)  -0.056
H (5.153, 11.019, 31.269)  0.123
H (18.880, 21.373, 24.879)  0.120
H (15.779, 6.401, 4.179)  0.147
H (18.576, 3.709, 22.204)  0.136
N (5.693, 9.407, 29.995)  -0.073
H (7.153, 5.794, 10.998)  0.134
N (17.128, 7.617, 22.833)  -0.100
C (18.259, 21.396, 13.962)  -0.054
H (19.601, 21.163, 28.151)  0.178
N (6.786, 9.434, 10.124)  -0.046
H (5.057, 22.920, 14.028)  0.097
H (19.294, 22.637, 30.282)  0.122
H (19.250, 5.358, 5.359)  0.108
H (7.136, 5.173, 13.321)  0.082
H (8.257, 10.506, 27.074)  0.132
C (15.669, 3.607, 5.726)  0.001
H (17.906, 23.651, 10.484)  0.072
H (16.240, 9.499, 23.133)  0.078
H (7.912, 22.852, 18.310)  0.088
H (7.562, 20.007, 13.321)  0.088
C (6.328, 9.359, 28.826)  -0.043
H (17.843, 19.224, 16.539)  0.118
H (19.256, 20.049, 26.007)  0.093
H (9.242, 22.895, 17.328)  0.068
H (17.918, 9.459, 22.578)  0.096
H (19.467, 3.642, 20.003)  0.084
H (7.645, 11.514, 9.968)  0.108
C (16.585, 5.506, 22.658)  0.030
C (5.227, 8.221, 30.775)  0.049
H (15.457, 22.881, 13.814)  0.122
C (16.971, 3.995, 5.829)  -0.010
C (12.693, 4.508, 6.052)  -0.084
H (15.536, 20.880, 15.669)  0.120
H (12.709, 3.495, 6.496)  0.084
H (17.750, 22.470, 32.047)  0.114
H (6.934, 9.937, 24.988)  0.077
H (17.356, 21.131, 30.871)  0.081
H (8.654, 10.114, 9.477)  0.085
C (17.478, 22.948, 11.139)  -0.043
H (6.392, 24.727, 16.968)  0.057
H (16.458, 23.863, 28.294)  0.137
C (6.869, 6.215, 13.147)  -0.045
C (18.070, 19.340, 15.432)  0.058
H (17.424, 24.327, 12.828)  0.137
C (16.261, 21.232, 15.000)  0.025
C (17.887, 23.379, 12.536)  -0.148
N (17.909, 5.676, 22.285)  -0.028
H (13.032, 5.083, 6.908)  0.074
H (19.029, 5.320, 19.621)  0.086
H (6.519, 8.437, 28.267)  0.165
C (5.144, 8.452, 11.160)  0.020
H (17.912, 4.048, 19.801)  0.074
H (6.064, 6.643, 13.773)  0.089
H (5.983, 7.427, 30.668)  0.108
C (7.653, 10.521, 9.500)  0.056
C (6.933, 20.868, 13.114)  -0.105
N (18.057, 22.576, 28.666)  -0.013
H (19.100, 7.449, 22.175)  0.164
H (13.349, 5.760, 4.443)  0.139
C (7.208, 10.837, 26.982)  -0.100
N (6.848, 21.842, 14.399)  -0.132
C (5.907, 22.760, 14.657)  -0.086
H (4.319, 7.803, 30.326)  0.111
H (6.295, 21.608, 11.171)  0.074
C (17.180, 9.063, 23.252)  0.072
H (5.921, 20.435, 13.276)  0.112
H (6.215, 8.929, 26.203)  0.108
H (7.165, 11.901, 26.755)  0.122
H (5.284, 22.936, 16.736)  0.150
H (8.220, 7.853, 10.342)  0.155
H (16.375, 22.922, 11.065)  0.097
C (18.193, 6.959, 22.390)  -0.034
O (6.610, 24.605, 16.050)  -0.011
H (19.803, 4.956, 22.136)  0.135
C (7.164, 21.758, 11.843)  -0.077
H (17.500, 8.962, 24.297)  0.121
H (8.112, 21.639, 11.302)  0.064
H (5.408, 10.477, 25.709)  0.072
H (11.626, 4.705, 5.801)  0.100
C (7.224, 8.163, 10.454)  0.019
N (7.352, 22.317, 16.382)  -0.104
C (16.224, 22.246, 14.102)  0.035
H (5.418, 5.766, 11.494)  0.144
H (8.573, 21.446, 17.903)  0.072
H (18.527, 6.300, 3.973)  0.114
N (17.511, 22.326, 13.522)  -0.052
H (4.916, 10.424, 10.617)  0.162
C (15.930, 5.506, 4.670)  0.025
H (15.158, 7.084, 23.467)  0.156
H (15.157, 2.821, 6.247)  0.141
H (5.108, 8.459, 31.816)  0.100
C (18.844, 4.650, 21.721)  -0.132
H (7.832, 6.688, 13.367)  0.075
C (17.004, 22.452, 26.706)  -0.007
C (5.568, 9.557, 10.599)  -0.079
H (7.329, 10.650, 8.466)  0.103
H (7.040, 22.815, 12.124)  0.070
C (18.274, 22.953, 30.099)  -0.161
H (17.894, 21.932, 10.994)  0.093
C (18.467, 20.697, 25.663)  0.014
H (18.262, 24.057, 30.260)  0.153
H (19.123, 19.469, 15.263)  0.084
H (17.621, 3.478, 6.465)  0.132
H (16.332, 22.484, 30.928)  0.083
C (18.391, 5.880, 4.967)  0.048
N (6.504, 10.599, 28.313)  -0.050
N (17.558, 20.691, 14.879)  -0.065
H (18.230, 6.702, 5.636)  0.096
H (16.085, 4.569, 22.520)  0.138
H (8.460, 20.780, 15.327)  0.135
H (4.208, 8.237, 11.646)  0.153
C (7.623, 21.497, 15.428)  -0.204
H (13.192, 4.007, 4.113)  0.122
C (17.381, 22.201, 31.026)  -0.073
C (18.674, 21.667, 27.900)  -0.005
C (6.391, 6.263, 11.659)  -0.156
C (5.543, 10.744, 30.339)  0.055
H (17.611, 20.090, 25.270)  0.120
N (17.136, 5.129, 5.113)  -0.073
C (6.374, 10.070, 25.920)  -0.071
H (16.319, 22.588, 25.910)  0.138
C (6.008, 11.436, 29.208)  -0.017
H (17.540, 18.575, 14.932)  0.076
H (19.236, 21.094, 13.545)  0.192
C (6.156, 23.221, 16.075)  -0.276
N (18.023, 21.542, 26.752)  -0.104
C (16.129, 6.752, 23.045)  -0.019
C (8.329, 22.373, 17.424)  -0.080
H (6.100, 12.469, 28.999)  0.131

## Properties
LUMO level = -7.49 eV
Total charge = +6
Molar mass = 795.183 g/mol
E_tot = -2486.896761 Ha
Multiplicity = 1
Orbital gap = 3.21 eV

The following is a quantum chemistry calculation of a molecular structure, C20H43Cl5O2P2Ti, from OMol25.

Each line ends with the Löwdin charge.
Cartesian coordinates (Å):
H (-0.767, -3.498, 1.398)  0.063
H (-1.087, 1.171, 4.229)  0.067
C (3.984, -0.097, -1.658)  -0.121
H (0.405, 0.780, 3.316)  0.045
C (-0.937, -0.923, 3.584)  -0.530
P (-1.634, -0.767, 1.866)  0.980
H (-3.420, -2.012, 0.963)  0.103
Ti (0.196, 0.143, 0.103)  0.279
H (0.065, -1.456, 0.158)  -0.100
C (-0.673, 2.041, -3.038)  -0.151
O (-0.081, 3.943, -0.405)  0.050
H (3.159, 0.845, -3.413)  0.091
O (0.374, 1.978, 0.649)  -0.316
C (2.933, 0.773, -2.339)  -0.533
H (-3.696, 0.189, 4.001)  0.079
H (-1.798, -1.170, 4.222)  0.093
H (-1.512, 1.571, -2.519)  -0.021
C (1.370, -1.645, -2.956)  -0.523
H (0.675, -1.970, 4.550)  0.084
H (3.005, -1.156, -4.350)  0.076
H (-1.089, 2.623, -3.873)  0.085
H (1.381, -1.236, -5.115)  0.069
H (4.894, 0.504, -1.526)  0.086
C (-2.479, 1.922, 1.942)  -0.134
Cl (2.764, 3.152, 1.939)  0.615
H (4.256, -0.989, -2.238)  0.066
H (1.806, 0.857, -5.194)  0.055
H (-0.364, 0.153, -4.002)  0.105
H (-3.749, -2.155, 3.535)  0.049
H (-0.193, 2.735, -2.332)  0.053
H (3.627, -0.405, -0.667)  -0.013
C (0.437, 3.290, 0.486)  -0.723
Cl (1.598, 5.680, 1.111)  0.633
Cl (2.158, -0.527, 1.237)  0.138
H (2.620, 2.105, -0.655)  0.027
H (3.094, -2.789, -2.248)  0.070
H (-4.786, 1.138, 2.966)  0.084
C (2.042, -2.629, -1.981)  -0.125
H (-3.981, -3.654, 2.624)  0.088
H (0.775, -1.990, 2.773)  0.003
H (1.631, 2.463, -4.411)  0.082
C (0.087, -2.063, 3.627)  -0.125
H (1.534, -3.599, -2.073)  0.084
H (-3.475, 0.313, 0.940)  0.060
C (-4.111, 0.269, 2.985)  -0.112
H (0.392, 1.862, -5.532)  0.087
Cl (0.206, 3.993, 3.065)  0.641
H (2.229, 2.859, -2.221)  0.073
H (3.922, 2.595, -1.756)  0.092
C (1.097, 1.560, -4.742)  -0.115
C (0.266, 0.966, -3.599)  -0.527
H (2.201, -2.722, -4.626)  0.085
C (-1.748, -3.378, 0.916)  -0.138
H (1.981, -2.323, -0.927)  0.020
C (2.030, -1.672, -4.345)  -0.108
H (-1.583, -3.095, -0.130)  0.047
H (-2.258, -4.353, 0.936)  0.081
H (-2.966, 2.539, 2.713)  0.085
C (-3.025, 0.492, 1.933)  -0.537
H (-2.663, 2.412, 0.983)  0.086
H (-4.726, -0.610, 2.764)  0.065
P (1.216, 0.073, -2.263)  1.001
C (-0.328, 0.403, 4.045)  -0.120
Cl (-1.838, -0.254, -1.115)  0.147
H (-1.398, 1.963, 2.116)  -0.008
C (1.244, 4.025, 1.609)  -1.470
C (2.909, 2.167, -1.712)  -0.110
C (-3.230, -2.907, 2.926)  -0.110
H (0.305, -1.933, -3.054)  0.103
H (-2.479, -3.420, 3.545)  0.074
H (0.193, 0.233, 4.997)  0.085
C (-2.605, -2.329, 1.641)  -0.525
H (-0.383, -3.053, 3.622)  0.060

## Properties
LUMO level = -0.58 eV
Molar mass = 602.642 g/mol
E_tot = -4771.594978 Ha
Multiplicity = 1
Orbital gap = 8.03 eV

The following is a quantum chemistry calculation of a single C4H2Cl2 molecule, from OMol25.

Each line ends with the Löwdin charge.
Cartesian coordinates (Å):
C (-0.638, 0.197, -0.023)  -0.246
H (-1.565, 0.647, -0.306)  0.103
H (2.251, 0.769, -2.215)  0.041
C (1.441, 0.582, -1.525)  0.138
C (-0.650, -0.520, 1.105)  -1.124
C (0.435, 0.405, -0.881)  -0.174
Cl (-2.060, -0.940, 2.031)  0.615
Cl (0.786, -1.140, 1.813)  0.647

## Properties
LUMO level = 0.33 eV
Molar mass = 120.966 g/mol
ΔE to the lowest compared entry with this formula, charge and spin = 0.0000 eV
E_tot = -1073.912662 Ha
Multiplicity = 1
SMILES string = C#CC=C(Cl)Cl
Orbital gap = 9.53 eV

The following is a quantum chemistry calculation of a single C2H4NP molecule, from OMol25.

Each line ends with the Löwdin charge.
Cartesian coordinates (Å):
C (-1.425, -0.475, 0.032)  -0.262
H (1.242, -0.777, 1.053)  -0.134
H (1.246, 1.219, 0.665)  -0.117
H (-0.475, 0.259, -1.671)  0.056
N (-1.524, 0.758, 0.114)  0.124
C (-0.275, 0.062, -0.628)  -0.583
H (-2.015, -1.435, 0.213)  0.131
P (1.449, 0.042, -0.035)  0.785

## Properties
LUMO level = 1.09 eV
Molar mass = 73.035 g/mol
ΔE to the lowest compared entry with this formula, charge and spin = 1.9621 eV
E_tot = -474.601588 Ha
Multiplicity = 1
SMILES string = P[C@H]1C=N1
Orbital gap = 10.90 eV